Version P
This record from the OMol25 dataset describes an isolated ion of composition C3H11N2O2 and charge +1. The level of theory is ωB97M-V with the def2-TZVPD basis set.

Each line ends with the Mulliken charge.
Atoms and positions in Å:
C (-0.29, -0.74, -1.21)  -1.408
N (-0.95, 1.47, -0.31)  -0.491
H (-1.65, 1.45, -1.03)  0.221
H (-0.24, -1.67, -0.69)  0.388
O (0.84, -1.54, 1.07)  -0.503
C (-0.08, 0.45, -0.29)  0.576
O (-1.36, -0.66, 1.45)  -0.469
H (0.40, 0.26, 2.13)  0.353
C (-0.01, -0.41, 1.21)  -0.224
H (1.60, 1.92, 0.04)  0.367
H (1.95, 0.19, 0.01)  0.358
H (0.72, -2.12, 1.83)  0.333
H (0.39, -0.74, -2.09)  0.359
H (-1.81, -1.10, 0.70)  0.368
H (-1.28, 1.94, 0.49)  0.214
H (1.61, 1.03, -1.37)  0.359
N (1.43, 0.98, -0.37)  -0.276
H (-1.29, -0.71, -1.56)  0.474

## Properties
structure (SMILES) = C[C@](N)([NH3+])C(O)O
charge = +1

***

Version Q
This record from the OMol25 dataset describes a 2-piece molecular cluster, C3H11N2O2 overall. The level of theory is ωB97M-V with the def2-TZVPD basis set.

Each line ends with the Mulliken charge.
Atoms and positions in Å:
H (1.50, -2.73, 0.61)  0.262
O (1.24, 1.35, -1.91)  -0.693
H (1.36, 1.65, -2.81)  0.330
H (0.99, 0.32, -2.03)  0.347
H (-0.66, 0.23, 2.05)  0.300
H (0.15, -2.31, -0.37)  0.193
H (-2.13, 0.07, -0.72)  0.310
H (-1.44, -1.72, -0.30)  0.247
C (-1.51, -0.55, 0.04)  -1.165
H (0.59, 2.00, 1.04)  0.430
N (-0.09, 1.54, 0.41)  -0.314
N (0.75, -2.09, 0.45)  -0.364
C (-0.35, 0.08, 0.88)  0.306
H (-2.51, -0.69, 0.59)  0.329
H (-1.06, 2.11, 0.23)  0.433
C (0.88, -0.76, 0.93)  0.339
H (0.42, 1.62, -0.49)  0.255
O (1.85, -0.13, 1.40)  -0.546

## Properties
charge = +1

***

Version R
This record from the OMol25 dataset describes a 2-piece molecular cluster, C3H11N2O2 overall. The level of theory is ωB97M-V with the def2-TZVPD basis set.

Each line ends with the Mulliken charge.
Atoms and positions in Å:
H (2.26, -1.33, -1.16)  0.261
C (-0.75, 1.07, 0.10)  0.345
O (0.42, -0.45, 1.55)  -0.711
O (1.55, -1.80, -0.93)  -0.527
H (0.71, 2.46, -0.05)  0.338
N (0.27, 1.99, 0.71)  -0.365
H (-0.86, 2.05, -1.88)  0.434
H (-1.79, 1.38, 0.50)  0.187
H (-1.32, -1.37, -0.96)  0.182
H (-1.51, 0.50, -1.71)  0.508
N (-0.86, -1.46, -0.09)  -0.368
H (0.14, 0.71, -1.93)  0.387
H (-0.46, -2.39, 0.21)  0.305
C (-0.33, -0.36, 0.56)  0.677
H (1.48, -2.69, -0.80)  0.273
H (0.94, 1.38, 1.40)  0.432
H (-0.05, 2.77, 1.39)  0.386
C (-0.78, 1.09, -1.37)  -1.744

## Properties
charge = +1

***

From most stable to least stable, the computed energies give version R, version P, version Q.

***

Version P
This record from the OMol25 dataset describes a 9-piece molecular cluster, C9H36N18O9 overall. The level of theory is ωB97M-V with the def2-TZVPD basis set.

Each line ends with the Mulliken charge.
Atoms and positions in Å:
O (0.56, 5.25, 0.62)  -0.577
O (-1.54, 1.25, 2.59)  -0.919
C (4.29, -3.56, -1.52)  0.569
C (-2.05, 2.31, 2.23)  0.784
H (-6.08, -0.45, -0.85)  0.244
H (4.83, 0.18, -1.17)  0.211
N (-3.02, -1.26, -1.23)  -0.125
H (2.57, -2.47, -1.46)  0.177
H (-2.25, -1.74, -0.78)  -0.030
C (1.09, 5.44, 1.69)  0.665
H (6.42, 3.07, 0.22)  0.249
C (-4.67, -1.09, 3.05)  0.492
H (-0.63, 3.52, 3.01)  0.199
H (0.47, -0.13, -2.53)  0.211
C (4.80, 1.94, -0.02)  0.562
N (-5.16, -0.44, -1.26)  -0.454
H (-2.82, -0.88, -2.14)  0.110
N (1.59, 4.45, 2.52)  -0.342
H (2.07, 1.80, 0.63)  0.004
N (3.24, -2.88, -2.09)  -0.357
N (0.31, 0.03, -3.51)  -0.275
H (1.36, 6.80, 3.23)  0.199
H (2.23, 4.79, 3.21)  0.225
C (-4.32, -1.41, -0.82)  0.700
H (-3.58, 1.52, 1.14)  0.143
C (-1.61, -4.47, -0.47)  0.501
H (3.34, 0.60, -0.48)  0.019
O (-4.67, -2.40, -0.19)  -0.709
H (0.97, 7.46, 1.67)  0.240
N (-3.42, -0.97, 2.50)  -0.140
O (1.70, -0.30, -0.73)  -0.702
N (-2.90, -4.71, -0.11)  -0.266
N (-1.53, 3.52, 2.57)  -0.336
H (3.34, -0.62, -4.33)  0.218
H (-0.80, -0.04, 1.24)  0.192
H (-4.84, 0.96, 3.22)  0.190
N (1.27, 1.25, 0.88)  -0.134
H (3.32, -2.43, -2.98)  0.245
N (2.53, -0.37, -3.80)  -0.336
H (5.86, -4.70, -2.10)  0.233
H (6.72, 1.84, -0.95)  0.162
H (-3.02, -1.82, 2.12)  0.121
N (5.04, -4.25, -2.45)  -0.387
H (0.78, 1.51, 1.72)  0.120
O (1.15, -0.12, -5.61)  -0.676
H (-6.34, 0.06, 3.30)  0.189
O (-1.13, -3.36, -0.65)  -0.589
H (-1.99, 4.40, 2.42)  0.147
N (1.29, 6.70, 2.23)  -0.481
O (4.54, -3.60, -0.33)  -0.628
H (-2.77, -0.23, 2.75)  0.184
N (-3.23, 2.37, 1.53)  -0.390
O (4.13, 2.60, 0.78)  -0.678
H (-3.58, -3.96, -0.23)  0.232
O (-5.25, -2.15, 3.20)  -0.619
H (-4.82, 0.42, -1.65)  0.198
H (0.10, -5.36, -0.95)  0.224
N (-0.82, -5.59, -0.62)  -0.462
H (4.82, -4.23, -3.43)  0.172
C (0.94, 0.15, 0.13)  0.701
H (-3.88, 3.13, 1.68)  0.214
N (-0.22, -0.41, 0.50)  0.041
H (-3.14, -5.69, -0.07)  0.187
H (2.55, -0.14, -2.82)  0.271
H (-0.63, 0.02, -3.86)  0.162
H (1.66, 3.52, 2.15)  0.102
C (1.32, -0.12, -4.41)  0.397
H (-1.04, -6.51, -0.31)  0.159
H (-0.47, -1.30, 0.11)  -0.002
N (6.08, 2.31, -0.35)  -0.425
N (-5.36, 0.11, 3.11)  -0.381
N (4.29, 0.88, -0.70)  -0.143

## Properties
structure (SMILES) = NC(N)=O.NC(N)=O.NC(N)=O.NC(N)=O.NC(N)=O.NC(N)=O.NC(N)=O.NC(N)=O.NC(N)=O

***

Version Q
This record from the OMol25 dataset describes a 9-piece molecular cluster, C9H36N18O9 overall. The level of theory is ωB97M-V with the def2-TZVPD basis set.

Each line ends with the Mulliken charge.
Atoms and positions in Å:
O (-3.08, -4.92, 0.11)  -0.640
C (0.87, 5.00, 4.60)  0.614
C (1.97, -1.07, -4.70)  0.554
H (-0.53, 0.59, 1.88)  -0.176
H (-2.26, -0.81, -2.22)  0.168
H (-5.25, -5.50, -0.82)  0.252
H (-3.52, 1.17, 0.58)  0.237
H (3.86, 0.03, -1.09)  0.113
C (-3.69, -4.30, -0.75)  0.502
H (-5.44, -4.04, -1.77)  0.211
H (3.76, -1.17, -3.81)  0.346
H (-1.98, -1.63, 1.01)  0.180
N (4.26, -0.69, -0.52)  -0.096
H (-1.97, -0.68, -5.78)  0.180
H (3.70, -0.07, -5.16)  0.193
O (-4.17, -1.51, -3.66)  -0.756
H (1.27, 3.23, 3.56)  0.076
H (-2.89, 2.69, 0.09)  0.258
H (-3.57, -2.73, -2.14)  0.184
H (4.76, 3.58, -0.20)  0.189
C (-2.61, -1.27, 2.90)  0.470
N (-2.11, -0.67, -3.20)  -0.239
N (-2.86, -0.92, -5.38)  -0.367
H (5.07, -3.77, -0.72)  0.227
H (-3.58, -2.24, 1.35)  0.139
H (-3.05, 2.50, 3.99)  0.208
H (1.69, 1.00, -0.54)  -0.041
N (4.86, 1.83, 1.59)  -0.560
H (3.02, 3.64, -0.30)  0.252
N (-3.27, 2.11, 0.83)  -0.439
C (3.69, 2.31, 1.03)  0.597
N (0.21, 0.64, 1.20)  -0.062
H (-3.60, -1.20, -5.99)  0.231
O (-1.59, -0.72, 3.32)  -0.653
H (4.45, -0.56, 0.45)  0.081
H (-2.27, -2.89, -0.98)  0.141
O (4.46, -2.07, -2.35)  -0.747
H (2.47, 3.93, 5.53)  0.173
H (0.51, -2.18, -3.74)  0.160
H (1.09, -0.06, -1.81)  0.021
H (4.74, 1.02, 2.17)  0.277
H (-0.01, 4.27, 2.96)  0.166
N (-3.19, -3.14, -1.30)  -0.136
H (-3.95, 1.28, 3.07)  0.181
N (3.23, -0.63, -4.47)  -0.334
N (3.86, 3.17, -0.01)  -0.403
H (5.28, -2.67, 0.64)  0.156
H (1.03, 1.21, 1.36)  0.472
N (5.02, -2.85, -0.31)  -0.431
C (0.03, 0.01, 0.02)  0.686
H (-1.35, -0.10, -3.51)  0.191
H (5.58, 1.79, 0.88)  0.251
N (1.48, -1.91, -3.72)  -0.264
N (-3.28, 2.02, 3.15)  -0.246
N (1.05, 0.31, -0.88)  -0.101
O (-1.65, 3.20, 2.04)  -0.643
H (-3.71, -1.01, 4.60)  0.247
C (-3.11, -1.04, -4.05)  0.592
O (2.57, 1.93, 1.38)  -0.781
H (2.11, 5.48, 6.13)  0.221
O (1.31, -0.82, -5.70)  -0.660
C (4.51, -1.89, -1.14)  0.563
N (-3.67, -1.54, 3.76)  -0.409
H (2.07, -2.30, -3.01)  0.149
O (0.27, 6.06, 4.64)  -0.652
O (-0.95, -0.74, -0.16)  -0.714
N (0.71, 4.06, 3.63)  -0.167
H (-4.32, -2.27, 3.53)  0.178
N (1.84, 4.71, 5.55)  -0.395
C (-2.62, 2.44, 2.02)  0.393
N (-2.70, -1.89, 1.68)  -0.090
N (-4.86, -4.74, -1.34)  -0.481

## Properties
structure (SMILES) = NC(N)=O.NC(N)=O.NC(N)=O.NC(N)=O.NC(N)=O.NC(N)=O.NC(N)=O.NC(N)=O.NC(N)=O

***

Version R
This record from the OMol25 dataset describes a 9-piece molecular cluster, C9H36N18O9 overall. The level of theory is ωB97M-V with the def2-TZVPD basis set.

Each line ends with the Mulliken charge.
Atoms and positions in Å:
H (-3.13, -23.15, 2.13)  0.155
H (-4.61, -20.35, 7.40)  0.142
C (3.91, -19.47, -0.53)  0.688
H (2.22, -20.35, 11.47)  0.229
H (6.73, -21.77, 7.40)  0.191
O (-3.74, -19.82, 10.34)  -0.692
H (5.51, -24.09, 9.16)  0.169
H (1.82, -16.85, 9.79)  0.220
H (4.97, -13.21, 2.62)  0.224
H (1.06, -23.78, 3.85)  0.209
N (4.29, -12.79, 3.25)  -0.355
H (2.83, -11.76, 4.76)  0.171
N (-3.63, -22.79, 2.92)  -0.361
C (6.45, -23.81, 7.53)  0.636
H (2.56, -19.37, 0.88)  0.089
H (-1.71, -19.78, 0.70)  0.154
N (3.14, -20.46, -0.96)  -0.386
N (2.44, -12.58, 4.33)  -0.408
H (1.08, -21.57, 6.00)  0.197
N (0.97, -24.78, 3.98)  -0.368
N (1.61, -17.52, 10.52)  -0.435
H (-2.45, -19.91, -0.89)  0.203
O (7.29, -24.18, 6.72)  -0.658
O (0.83, -20.09, 4.01)  -0.695
C (-4.79, -22.22, 2.90)  0.656
H (-1.76, -20.59, 8.82)  0.168
N (-5.33, -22.53, 1.77)  -0.393
N (1.63, -20.73, 5.90)  -0.348
N (0.19, -26.49, 5.04)  -0.391
H (1.40, -25.47, 3.39)  0.145
O (2.81, -14.53, 3.37)  -0.665
N (1.82, -19.43, 11.45)  -0.395
C (3.21, -13.38, 3.63)  0.651
H (-0.66, -18.20, 1.31)  0.142
H (-2.88, -21.16, 7.62)  0.157
H (-5.59, -19.80, 8.78)  0.206
O (5.00, -19.09, -1.02)  -0.689
N (-2.70, -20.61, 8.45)  -0.331
H (-0.50, -26.99, 5.59)  0.237
C (-1.26, -18.30, -0.56)  0.684
H (-3.11, -22.67, 3.78)  0.149
H (6.51, -25.46, 8.63)  0.229
O (2.79, -18.97, 9.48)  -0.697
N (6.22, -22.52, 7.84)  -0.401
H (-0.16, -16.86, 0.34)  0.185
C (2.08, -18.70, 10.43)  0.685
N (-1.93, -19.39, -0.20)  -0.355
H (0.73, -26.90, 4.29)  0.142
N (-0.68, -17.72, 0.42)  -0.313
H (1.48, -19.01, 12.31)  0.195
O (-5.24, -21.63, 3.84)  -0.641
O (-0.45, -24.47, 5.60)  -0.615
O (-1.35, -17.81, -1.72)  -0.701
H (3.65, -21.09, -1.57)  0.224
H (3.83, -18.18, 1.09)  0.165
H (4.39, -11.82, 3.51)  0.166
N (-4.70, -20.05, 8.36)  -0.350
N (3.40, -18.92, 0.56)  -0.273
H (3.01, -18.89, 5.88)  0.167
H (-6.12, -21.96, 1.49)  0.248
C (1.60, -19.89, 4.90)  0.748
H (2.30, -20.79, -0.53)  0.180
N (6.06, -24.57, 8.46)  -0.345
H (2.05, -20.26, 6.70)  0.103
H (1.53, -12.91, 4.62)  0.216
N (2.32, -18.86, 5.15)  -0.356
H (5.37, -22.26, 8.31)  0.179
C (0.16, -25.19, 4.91)  0.643
H (2.25, -18.05, 4.55)  0.184
H (0.81, -17.26, 11.10)  0.196
H (-4.72, -22.89, 1.04)  0.191
C (-3.68, -20.12, 9.14)  0.697

## Properties
structure (SMILES) = NC(N)=O.NC(N)=O.NC(N)=O.NC(N)=O.NC(N)=O.NC(N)=O.NC(N)=O.NC(N)=O.NC(N)=O

***

Version S
This record from the OMol25 dataset describes a 9-piece molecular cluster, C9H36N18O9 overall. The level of theory is ωB97M-V with the def2-TZVPD basis set.

Each line ends with the Mulliken charge.
Atoms and positions in Å:
O (1.74, 5.95, 4.11)  -0.658
O (-3.85, 4.16, 1.19)  -0.637
N (2.79, -8.82, -1.21)  -0.347
H (1.27, -0.88, -2.31)  0.152
C (-0.74, -5.14, 0.98)  0.715
N (-0.10, 0.88, -5.09)  -0.442
N (-2.67, -4.99, -3.47)  -0.276
N (-0.72, -4.44, 2.06)  -0.421
H (-2.83, -5.94, -3.16)  0.152
H (2.89, -6.34, -0.94)  0.190
N (-2.24, 1.10, -4.83)  -0.338
C (-1.90, 0.54, 4.74)  0.713
H (-0.93, 4.98, 5.06)  0.213
H (0.17, 0.39, 4.62)  0.175
N (-0.13, 4.99, 4.44)  -0.366
N (1.02, 5.66, 6.23)  -0.512
H (1.10, 1.87, -0.06)  0.203
H (-1.26, -4.69, 2.87)  0.170
H (-1.14, 0.42, 2.84)  0.147
O (-0.09, -4.93, 0.03)  -0.642
H (0.74, 1.31, -5.45)  0.221
H (-3.07, 1.67, -4.90)  0.219
O (-1.00, 2.90, -5.10)  -0.687
H (1.40, -1.91, -0.99)  0.202
N (3.54, -6.88, -1.49)  -0.374
N (-2.08, 5.16, 0.14)  -0.402
N (-3.33, 3.73, -0.94)  -0.369
H (3.44, 5.98, 0.60)  0.133
H (-0.25, -0.12, -5.03)  0.178
H (-0.31, 4.93, 3.45)  0.148
C (5.45, 6.30, 0.41)  0.590
C (-3.15, 4.35, 0.22)  0.648
H (-1.84, 5.41, -0.81)  0.178
H (-2.44, -5.99, 1.57)  0.169
O (1.47, -0.36, 0.85)  -0.683
C (0.85, 5.73, 4.92)  0.676
C (-3.39, -4.39, -4.28)  0.681
N (-4.52, -4.99, -4.61)  -0.414
C (3.75, -8.14, -1.66)  0.609
H (4.60, 6.27, 2.30)  0.170
H (-2.77, 1.02, 3.04)  0.187
H (0.60, 4.88, 6.71)  0.229
O (6.38, 6.31, -0.33)  -0.595
H (-1.93, -4.49, -3.01)  0.162
H (2.02, -8.44, -0.67)  0.171
H (0.97, 1.24, -1.76)  0.161
H (3.94, 6.03, -1.07)  0.184
H (4.39, -6.39, -1.72)  0.220
N (-1.90, 0.70, 3.45)  -0.342
N (-1.69, -6.02, 0.90)  -0.425
H (-2.82, 4.02, -1.76)  0.154
H (-5.29, -4.47, -5.01)  0.209
H (-1.85, 5.79, 0.90)  0.232
N (1.26, -0.96, -1.30)  -0.348
H (-0.63, 0.71, 6.18)  0.207
N (-0.65, 0.48, 5.20)  -0.433
H (1.98, 5.79, 6.50)  0.258
N (5.39, 6.47, 1.71)  -0.321
H (-2.27, 0.10, -4.70)  0.142
H (6.20, 6.85, 2.20)  0.197
O (4.76, -8.59, -2.20)  -0.687
C (1.26, -0.08, -0.32)  0.660
H (-0.38, -3.51, 1.89)  0.221
C (-1.16, 1.69, -5.15)  0.715
H (-4.52, -6.00, -4.55)  0.169
O (-3.10, -3.31, -4.77)  -0.682
H (2.87, -9.81, -1.41)  0.218
O (-2.83, 0.64, 5.49)  -0.654
H (-1.63, -6.65, 0.12)  0.212
N (4.17, 6.06, -0.09)  -0.354
H (-4.07, 3.05, -1.02)  0.200
N (1.05, 1.14, -0.76)  -0.349

## Properties
structure (SMILES) = NC(N)=O.NC(N)=O.NC(N)=O.NC(N)=O.NC(N)=O.NC(N)=O.NC(N)=O.NC(N)=O.NC(N)=O

***

From most stable to least stable, the computed energies give version P, version Q, version S, version R.